22
Properties=species:S:1:pos:R:3:lowdin_charge:R:1 method="wB97M-V/def2-TZVPD" e_lumo_ev=-1.6 e_above_lowest_kcal_mol=258.1 multiplicity=1 total_charge=0 orbital_gap_ev=6.41
C 0.620 -1.188 -1.835 -0.086
C 0.319 -1.524 -0.400 -0.280
C -0.905 -0.847 0.053 -0.146
C 1.093 1.250 1.081 -0.185
O 1.266 1.316 -0.272 -0.026
C -0.213 1.053 1.592 -0.039
C -1.207 0.324 0.824 -0.145
H 0.047 -1.870 -2.508 0.096
H 1.651 -0.924 -2.033 0.085
H 0.054 -0.249 -2.069 0.060
H 0.274 -2.604 -0.185 0.123
H 1.139 -1.109 0.268 0.093
H -0.928 -0.948 1.426 0.063
H -1.754 -1.235 -0.542 0.156
H 0.857 0.158 1.693 0.147
H 1.714 2.026 1.525 0.161
H 0.394 1.572 -0.796 0.025
H -0.439 1.145 2.670 0.154
H -0.002 -1.527 2.458 0.020
H -1.900 0.864 0.185 0.130
H -1.233 2.601 -1.547 -0.047
O -0.846 1.715 -1.588 -0.359

---

17
Properties=species:S:1:pos:R:3:lowdin_charge:R:1 method="wB97M-V/def2-TZVPD" e_lumo_ev=-9.1 e_above_lowest_kcal_mol=152.2 multiplicity=1 total_charge=+2 orbital_gap_ev=9.82
Sn 0.325 -2.454 -0.363 1.566
C 1.362 -0.094 -0.596 -0.738
O 0.824 -0.928 -1.251 -0.168
N 2.521 0.357 -0.815 0.300
N 0.654 0.560 0.293 0.245
H 2.996 -0.025 -1.621 0.176
H 2.790 1.201 -0.330 0.170
H -0.309 0.275 0.394 -0.028
H 1.073 1.249 0.901 0.180
C -1.269 -0.452 0.616 -0.839
O -0.612 -1.455 0.823 -0.143
N -1.515 -0.067 -0.623 0.231
N -1.781 0.299 1.414 0.342
H -1.030 -0.514 -1.388 0.124
H -2.232 0.607 -0.851 0.182
H -2.147 1.135 0.982 0.192
H -1.649 0.306 2.415 0.205

---

63
Properties=species:S:1:pos:R:3:lowdin_charge:R:1 method="wB97M-V/def2-TZVPD" e_lumo_ev="2.7 / 2.7" e_above_lowest_kcal_mol=31.5 multiplicity=1 total_charge=-1 orbital_gap_ev="7.05 / 4.75"
Cd -0.219 0.007 0.096 1.207
C -1.681 0.585 3.242 -0.055
C -0.195 0.604 3.451 -0.359
C 0.346 0.537 4.726 -0.072
C 1.739 0.502 4.850 -0.103
C 2.521 0.556 3.728 -0.051
C 1.910 0.651 2.455 -0.250
N 0.558 0.659 2.351 0.044
C 2.682 0.737 1.238 -0.248
C 4.098 0.821 1.243 -0.047
C 4.792 0.880 0.071 -0.103
C 4.095 0.846 -1.152 -0.061
C 2.713 0.772 -1.097 -0.261
N 2.020 0.743 0.042 0.040
C 1.902 0.700 -2.368 -0.217
C 2.515 0.616 -3.616 -0.024
C 1.717 0.536 -4.742 -0.067
C 0.341 0.537 -4.597 -0.038
C -0.203 0.611 -3.319 -0.327
C -1.683 0.564 -3.097 -0.049
N 0.576 0.697 -2.238 0.083
H -2.211 0.613 4.194 0.069
H -1.973 -0.322 2.705 0.065
H -1.979 1.435 2.628 0.040
H -0.303 0.501 5.590 0.089
H 2.200 0.419 5.827 0.093
H 3.596 0.505 3.815 0.084
H 4.628 0.851 2.184 0.087
H 5.872 0.955 0.078 0.092
H 4.631 0.888 -2.085 0.077
H 3.589 0.593 -3.706 0.093
H 2.168 0.460 -5.724 0.102
H -0.317 0.473 -5.454 0.103
H -2.219 0.574 -4.045 0.073
H -1.986 1.412 -2.483 0.036
H -1.953 -0.343 -2.548 0.073
F -7.250 2.403 -0.025 0.095
C -5.907 2.378 -0.016 -0.156
C -5.222 1.178 -0.016 -0.155
F -5.908 0.026 -0.025 0.102
C -3.837 1.167 -0.008 -0.256
F -3.256 -0.043 -0.014 0.025
C -3.061 2.329 0.001 -0.592
S -1.316 2.373 0.017 0.534
C -3.801 3.518 -0.001 -0.257
F -3.165 4.699 0.004 0.061
C -5.181 3.555 -0.010 -0.155
F -5.830 4.731 -0.013 0.098
C 1.551 -3.214 0.948 -0.076
C 0.458 -3.133 -0.138 -0.757
C 1.130 -2.794 -1.469 -0.097
C -0.215 -4.508 -0.255 -0.094
C -0.560 -2.084 0.244 -0.167
H 2.295 -3.986 0.704 0.077
H 1.112 -3.456 1.918 0.076
H 2.069 -2.257 1.045 0.064
H 1.817 -3.588 -1.783 0.076
H 1.707 -1.870 -1.381 0.051
H 0.380 -2.651 -2.251 0.075
H 0.508 -5.289 -0.521 0.072
H -0.993 -4.485 -1.019 0.073
H -0.682 -4.785 0.693 0.071
H -1.132 -2.390 1.128 -0.012

---

8
Properties=species:S:1:pos:R:3:mulliken_spin:R:1 method="wB97M-V/def2-TZVPD" e_lumo_ev="-4.9 / -4.7" multiplicity=6 total_charge=+1 orbital_gap_ev="7.44 / 6.17"
H -1.546 0.658 0.304 -0.077
Dy -0.012 2.383 2.118 5.091
C 0.863 -0.141 -0.219 -0.003
H 1.048 0.857 -0.627 -0.002
H 1.693 -0.744 0.156 0.000
C -0.291 -0.787 -0.566 -0.009
O -1.508 -0.399 -0.248 0.013
H -0.246 -1.827 -0.919 -0.012

---

| no. | E_tot (eV) |
| --- | --- |
| 1 | -10533.426 |
| 2 | -18069.660 |
| 3 | -62899.491 |
| 4 | -28258.042 |